{"formula": "CH3FINS", "method": "the ωB97M-V functional and the def2-TZVPD basis", "symbols": ["I", "S", "F", "N", "C", "H", "H", "H"], "positions_angstrom": [[-2.5908, 1.2194, 0.0418], [-1.3347, -0.9211, 0.5303], [-1.3922, -1.4928, -1.0438], [0.2442, -0.4021, 0.9444], [1.0436, 0.2826, 0.0759], [2.0702, 0.0034, 0.3180], [1.1271, 1.4401, 0.1652], [0.8326, -0.1296, -1.0319]], "total_charge": 0, "homo_ev": [-9.1, -9.1], "e_above_lowest_kcal_mol": 27.8, "homo_lumo_gap_ev": [7.635, 7.634], "e_tot_ha": -890.306903, "spin_multiplicity": 1}

***

{"formula": "C6H16OS", "method": "the ωB97M-V functional and the def2-TZVPD basis", "symbols": ["S", "O", "C", "C", "C", "C", "C", "C", "H", "H", "H", "H", "H", "H", "H", "H", "H", "H", "H", "H", "H", "H", "H", "H"], "positions_angstrom": [[2.9197, 0.2520, 3.5704], [-1.1853, -2.2110, 2.4174], [2.6395, -1.3154, 4.4108], [-2.0358, -1.0819, 2.2965], [-0.3156, -4.2145, 1.4772], [-1.9121, -0.2545, 3.5570], [2.6917, -0.3198, 1.8784], [-1.2463, -3.0402, 1.2680], [0.7192, -3.8623, 1.6243], [2.7440, -1.1451, 5.4955], [-3.0805, -1.4168, 2.1487], [3.4272, -1.0977, 1.6129], [-2.2862, -3.3871, 1.1138], [-0.6205, -4.7920, 2.3660], [-1.7435, -0.4891, 1.4085], [-0.9492, -2.4593, 0.3737], [1.6781, -0.7261, 1.7230], [1.6269, -1.7046, 4.2117], [-2.2101, -0.8490, 4.4370], [3.3759, -2.0762, 4.1016], [2.8324, 0.5420, 1.2046], [-0.3387, -4.8817, 0.5992], [-2.5624, 0.6343, 3.4963], [-0.8704, 0.0806, 3.6952]], "total_charge": 0, "homo_ev": -8.4, "e_above_lowest_kcal_mol": 9.3, "homo_lumo_gap_ev": 9.387, "e_tot_ha": -711.604550, "smiles": "CCOCC.CSC", "spin_multiplicity": 1}

***

{"formula": "C59H62NO15", "method": "the ωB97M-V functional and the def2-TZVPD basis", "symbols": ["O", "O", "O", "O", "O", "O", "O", "O", "O", "O", "O", "O", "O", "O", "O", "N", "C", "C", "C", "C", "C", "C", "C", "C", "C", "C", "C", "C", "C", "C", "C", "C", "C", "C", "C", "C", "C", "C", "C", "C", "C", "C", "C", "C", "C", "C", "C", "C", "C", "C", "C", "C", "C", "C", "C", "C", "C", "C", "C", "C", "C", "C", "C", "C", "C", "C", "C", "C", "C", "C", "C", "C", "C", "C", "C", "H", "H", "H", "H", "H", "H", "H", "H", "H", "H", "H", "H", "H", "H", "H", "H", "H", "H", "H", "H", "H", "H", "H", "H", "H", "H", "H", "H", "H", "H", "H", "H", "H", "H", "H", "H", "H", "H", "H", "H", "H", "H", "H", "H", "H", "H", "H", "H", "H", "H", "H", "H", "H", "H", "H", "H", "H", "H", "H", "H", "H", "H"], "positions_angstrom": [[-4.8438, 9.7542, 5.1438], [-1.6692, 1.0506, -0.8072], [8.3373, 2.1721, -3.3845], [-3.2848, -0.8069, -5.0622], [1.0515, -1.0791, -8.6712], [-1.2264, 7.1789, 2.2634], [2.5983, 4.1767, -11.0717], [0.6663, -3.2408, -3.8565], [7.5420, 4.7112, -7.9612], [-4.5172, -7.8722, 8.6858], [-0.2316, 3.8368, 4.4037], [-5.2235, -3.2445, -0.7851], [-4.9105, -4.3786, 4.7262], [3.7159, 7.3612, 4.2942], [5.3930, 0.3514, -8.7073], [-0.7925, 0.6823, 0.0503], [-1.2804, 0.6356, 1.4734], [5.3774, 2.5184, -9.6214], [-0.2021, -5.1326, 6.5778], [-2.4140, 1.6471, 1.6141], [0.6784, 4.6380, 4.3739], [-0.1940, 1.0496, 2.4687], [-4.0832, -2.8163, -4.1181], [1.7378, -3.2489, -5.9531], [7.3679, 4.0111, -4.4893], [-4.6106, -7.0712, 7.7818], [-0.9546, -1.9799, 1.3062], [-2.7545, 8.6705, 5.0937], [1.8320, -2.7046, -7.1624], [-4.5654, -3.4252, -3.0387], [-0.0152, -1.0615, -6.5715], [-1.2418, -5.5680, 4.2986], [2.0586, 6.2014, 3.0851], [-4.0391, -4.8725, 6.8557], [2.4273, 5.8684, 5.5764], [-3.7114, -1.3805, -4.0817], [-3.9326, -5.7507, 7.8481], [0.2952, -0.2131, -1.9647], [2.8166, 6.5491, 4.3117], [8.1586, 2.7539, -4.4315], [8.7210, 2.2384, -5.7068], [0.1825, -0.3458, -0.4489], [3.2373, 3.2976, -10.5352], [-4.0166, 9.1657, 4.4838], [-1.8469, 8.0242, 4.3686], [-1.8272, -0.7816, 1.7260], [-4.8294, -5.1759, 5.6352], [-3.3159, 8.2641, 2.3098], [-0.4182, -1.7294, -0.1108], [0.7583, -2.7410, -4.9583], [-3.9023, -0.6444, -2.8060], [4.6761, 3.4832, -10.2090], [2.6157, 1.9972, -10.1767], [0.1809, -2.2344, 2.3083], [-0.1067, -1.6039, -5.3608], [0.9603, -1.5710, -7.5646], [-2.0562, 7.7704, 2.9203], [1.0672, 5.3157, 3.1124], [-4.4036, -1.2500, -1.7347], [-1.8584, -3.2359, 1.2135], [-5.5059, -6.4966, 5.5679], [7.1718, 4.6504, -5.6383], [-5.4046, -7.3737, 6.5622], [-4.2242, 8.9107, 3.0343], [-0.4864, -4.5672, 5.1760], [7.7338, 4.1335, -6.9121], [8.5259, 2.8789, -6.8554], [1.5966, -0.1146, 0.1313], [-1.3319, -5.2164, 2.8132], [-4.7704, -2.6891, -1.7622], [3.3171, 1.0329, -9.5868], [1.2378, -5.5802, 6.8036], [-2.2167, -3.9958, 2.5005], [4.7517, 1.2222, -9.2594], [1.4358, 4.9828, 5.6053], [0.4877, 5.0562, 2.2362], [0.6874, 0.4182, 2.4782], [2.3530, 6.7211, 2.1823], [1.9368, -4.8039, 6.4792], [-0.6486, -0.4194, -2.4676], [8.9217, 2.5246, -7.7989], [-1.7557, -6.0779, 2.2864], [-3.3528, -5.5608, 8.7425], [1.4788, -6.4887, 6.2445], [-0.9187, 7.6531, 4.7857], [-0.6426, -0.2381, -6.8883], [-0.3249, -5.0855, 2.4034], [5.1060, 4.4413, -10.4724], [1.5670, 1.8850, -10.4215], [2.8793, 0.0809, -9.3176], [-2.6816, 1.7259, 2.6701], [-6.0742, -6.6907, 4.6670], [-2.2638, -5.6841, 4.6837], [2.3577, -4.0756, -5.6300], [-0.8748, -5.9838, 6.7358], [6.9694, 4.3616, -3.5457], [-3.2440, -4.3509, 2.3837], [0.4538, -4.3009, 4.6788], [-1.2517, -1.8789, -0.8078], [0.9239, -1.4405, 2.3061], [-3.5501, -3.9061, 6.8710], [2.5376, -3.0472, -7.9086], [1.4329, -5.7869, 7.8579], [-2.0710, -0.8628, 2.7927], [-0.6205, 1.0297, 3.4741], [-0.8070, -1.2570, -4.6159], [-0.2098, -2.3178, 3.3226], [0.7064, -3.1638, 2.0768], [-2.2536, -3.3159, 3.3590], [2.9991, 6.1414, 6.4543], [-4.5691, -0.7351, -0.7982], [-2.6307, 8.8706, 6.1504], [1.6327, 0.7404, 0.8014], [-5.8845, -8.3439, 6.5412], [9.2884, 1.3194, -5.6354], [1.9740, -0.9855, 0.6679], [0.6385, 0.7826, -2.2500], [-3.9351, -3.3226, -5.0638], [2.2964, 0.0950, -0.6792], [-2.0986, 2.6319, 1.2658], [1.0282, -0.9528, -2.2984], [-0.4635, -4.3885, 7.3367], [6.5991, 5.5661, -5.7123], [-0.7637, -6.5485, 4.4100], [-1.4093, -3.9439, 0.5039], [-2.7951, -2.9192, 0.7543], [1.1285, 4.4714, 6.5089], [-1.0576, -3.6379, 5.2605], [-4.8413, -4.4720, -3.0285], [0.3365, -2.4852, -0.3605], [-2.7750, -0.8483, 1.1801], [-3.2917, 1.3563, 1.0399], [0.1202, 2.0772, 2.2722], [-3.6155, 0.4010, -2.8091], [6.4235, 2.6334, -9.3666], [-3.4403, 8.0620, 1.2536], [-5.1522, 9.2818, 2.6184]], "total_charge": 0, "homo_ev": [-7.9, -9.3], "s_squared": 0.754, "homo_lumo_gap_ev": [6.218, 7.621], "e_tot_ha": -3468.472602, "spin_multiplicity": 2}

***

{"formula": "HN2O2S", "method": "the ωB97M-V functional and the def2-TZVPD basis", "symbols": ["S", "O", "O", "N", "N", "H"], "positions_angstrom": [[-0.7905, -0.7788, -1.3373], [1.2871, 0.0803, 0.3980], [0.1517, 1.6193, 1.3631], [-1.1105, 0.0779, -0.0681], [0.2420, 0.7549, 0.5511], [0.2202, -1.7536, -0.9068]], "total_charge": -1, "homo_ev": -2.9, "e_above_lowest_kcal_mol": 23.4, "homo_lumo_gap_ev": 7.002, "e_tot_ha": -658.667897, "spin_multiplicity": 1}

***

{"formula": "C37H32Br2N6O2SSm", "method": "the ωB97M-V functional and the def2-TZVPD basis", "symbols": ["Sm", "Br", "Br", "S", "O", "O", "N", "N", "N", "N", "N", "N", "C", "C", "C", "C", "C", "C", "C", "C", "C", "C", "C", "C", "C", "C", "C", "C", "C", "C", "C", "C", "C", "C", "C", "C", "C", "C", "C", "C", "C", "C", "C", "C", "C", "C", "C", "C", "C", "H", "H", "H", "H", "H", "H", "H", "H", "H", "H", "H", "H", "H", "H", "H", "H", "H", "H", "H", "H", "H", "H", "H", "H", "H", "H", "H", "H", "H", "H", "H", "H"], "positions_angstrom": [[-0.5220, 2.0699, -0.7768], [-4.5969, 5.3575, -0.9241], [-7.8083, 1.0578, -2.1768], [1.1324, -0.4483, -1.6111], [-2.4099, 3.0920, -0.8694], [2.0322, -5.3014, -2.6957], [0.3143, 1.6039, 1.5766], [-0.3377, 4.0012, 0.7829], [1.9411, -2.3978, 0.0446], [0.7934, 2.4895, 2.2552], [-2.6088, 0.5707, -1.3948], [1.5327, -3.0956, -2.1184], [-0.4346, -6.9411, -0.0442], [0.4100, 3.8034, 1.9058], [1.9122, -0.0253, 2.6308], [-0.3265, 6.3896, 1.3085], [1.4467, -4.5552, -1.9555], [2.7957, -3.5602, 0.4632], [-0.7100, -4.2552, -0.6801], [4.1103, -3.0374, 1.0453], [2.1972, -1.2484, 3.2187], [0.4357, -4.9473, -0.9781], [-0.3720, -0.6532, 2.2182], [2.6982, 4.8635, -0.9722], [1.3069, 5.8600, -2.6270], [0.8824, 3.6091, -1.9655], [0.3534, 6.1118, 2.4693], [-3.6054, 2.7067, -1.2421], [-4.7252, 3.5026, -1.2915], [-1.5876, -6.3130, 0.1998], [1.9480, 3.6858, -1.1158], [-0.1434, -1.8644, 2.8769], [4.8444, -4.2152, 1.6742], [-2.6561, -0.7551, -1.6366], [-0.6229, 5.2384, 0.4647], [0.7646, 4.8166, 2.7131], [0.6580, 0.2442, 2.0735], [1.5442, -2.0790, -1.1661], [1.1312, -2.1460, 3.3315], [-1.7361, -4.9121, -0.0454], [-3.8134, -1.3889, -2.1160], [0.4741, 4.7670, -2.6518], [-3.7666, 1.3185, -1.4467], [-4.9278, -0.6535, -2.2981], [0.6045, -6.3059, -0.6508], [2.4104, 5.9565, -1.7530], [-4.9974, 0.7070, -1.9008], [-5.9383, 2.9762, -1.6387], [-6.0457, 1.6421, -1.8374], [2.9079, 6.8834, -1.6222], [1.4857, -6.8838, -1.0547], [-1.7221, -1.2348, -1.4076], [-0.6191, 7.3725, 0.9073], [-0.9109, -2.5620, 3.1379], [1.1828, -2.9727, 4.0072], [4.0910, -4.6383, 2.2938], [-6.8421, 3.6271, -1.5912], [-2.3635, -6.9066, 0.6670], [3.0106, -4.2344, -0.2741], [5.3167, -4.8779, 0.9497], [-2.6883, -4.4741, 0.2209], [-5.9024, -1.0646, -2.5741], [-0.7623, -3.1932, -1.0418], [-3.7772, -2.4455, -2.3425], [-0.4194, 4.8382, -3.2331], [1.8533, -2.8655, -3.0676], [2.7236, 0.7181, 2.5935], [3.1645, -1.4323, 3.6894], [-1.1530, 5.3281, -0.5085], [2.2361, 2.8641, -0.4460], [2.2270, -4.0508, 1.2788], [3.8455, -2.2039, 1.7195], [1.9366, -1.5660, 0.6095], [4.7435, -2.4679, 0.3847], [3.3700, 4.9427, -0.1363], [-0.2721, -8.0052, 0.2201], [-1.3195, -0.2723, 1.9460], [0.9474, 6.7336, -3.1407], [5.5384, -3.8377, 2.4389], [0.7522, 6.8518, 3.1461], [1.4373, 4.6883, 3.5575]], "total_charge": 1, "homo_ev": [-10.1, -10.1], "e_above_lowest_kcal_mol": 52.3, "s_squared": 8.763, "homo_lumo_gap_ev": [6.038, 6.063], "e_tot_ha": -8112.134887, "spin_multiplicity": 6}

***

Number 1: molar mass 207.01 g/mol. Number 2: molar mass 136.26 g/mol. Number 3: molar mass 1025.14 g/mol. Number 4: molar mass 93.09 g/mol. Number 5: molar mass 934.94 g/mol.